Record 1
{"formula": "C8H17AlClNO3P", "method": "the ωB97M-V functional and the def2-TZVPD basis", "species": ["C", "C", "C", "O", "Al", "O", "C", "C", "C", "C", "C", "N", "P", "O", "Cl", "H", "H", "H", "H", "H", "H", "H", "H", "H", "H", "H", "H", "H", "H", "H", "H", "H"], "positions_angstrom": [[2.710, -1.907, 1.292], [2.544, -1.732, -0.009], [1.865, -0.558, -0.655], [2.622, 0.270, -1.496], [1.283, 1.250, -2.260], [0.318, 1.226, -0.698], [0.855, 0.280, 0.186], [-0.157, -0.495, 1.013], [-1.429, 0.316, 1.280], [-2.715, -0.299, 0.683], [-2.580, -0.797, -0.762], [-3.106, 0.123, -1.779], [1.992, 1.357, 1.288], [2.233, 2.739, 0.437], [0.832, 1.992, 2.940], [2.516, -2.883, 1.727], [2.995, -1.122, 1.980], [2.886, -2.520, -0.672], [1.175, -1.061, -1.374], [1.555, 2.736, -2.758], [0.476, 0.239, -3.220], [-0.388, -1.460, 0.559], [0.312, -0.746, 1.965], [-1.362, 1.353, 0.966], [-1.565, 0.342, 2.362], [-3.103, -1.047, 1.376], [-3.460, 0.502, 0.664], [-3.165, -1.723, -0.834], [-1.566, -1.062, -1.047], [-2.332, 0.528, -2.290], [-3.703, 0.834, -1.385], [1.462, 3.326, 0.519]], "mulliken_charge": [-0.8171, -0.4714, -0.1396, -0.7369, 1.0645, -0.8655, 1.1655, -1.3086, -0.6430, -0.9156, -0.0652, -0.6983, 0.1019, -0.4156, -0.3453, 0.2337, 0.4120, 0.3834, 0.1923, -0.4995, -0.3517, 0.5656, 0.5676, 0.3761, 0.4161, 0.3419, 0.3526, 0.2440, 0.0274, 0.2989, 0.2227, 0.3070], "total_charge": -1, "e_above_lowest_ev": 0.000, "multiplicity": 1, "orbital_gap_ev": 7.647, "lumo_ev": 3.1}

Record 2
{"formula": "C3H6O2", "method": "the ωB97M-V functional and the def2-TZVPD basis", "species": ["C", "C", "O", "C", "O", "H", "H", "H", "H", "H", "H"], "positions_angstrom": [[1.247, -0.326, 0.050], [-0.056, 0.463, 0.201], [-0.203, 1.398, -0.830], [-1.240, -0.479, 0.229], [-2.136, -0.405, -0.581], [2.102, 0.297, 0.323], [1.258, -1.224, 0.677], [1.359, -0.623, -0.997], [-0.054, 0.976, 1.178], [-1.030, 1.162, -1.286], [-1.247, -1.238, 1.036]], "mulliken_charge": [-1.1757, 0.3051, -0.5538, 0.0602, -0.5069, 0.2946, 0.3578, 0.3020, 0.2105, 0.3615, 0.3447], "e_above_lowest_ev": 0.934, "multiplicity": 1, "orbital_gap_ev": 11.286, "lumo_ev": 0.8}

Record 3
{"formula": "C2H4N2S", "method": "the ωB97M-V functional and the def2-TZVPD basis", "species": ["C", "C", "N", "N", "S", "H", "H", "H", "H"], "positions_angstrom": [[-1.827, -0.200, 0.956], [1.400, -0.369, -0.458], [-2.126, -0.650, 1.959], [-1.029, 0.634, -0.614], [0.428, 1.151, -0.311], [1.172, -0.979, 0.460], [2.399, -0.202, -0.114], [1.173, -0.836, -1.462], [-1.590, 1.451, -0.415]], "mulliken_charge": [0.1010, -0.8031, -0.3650, -0.2590, 0.1140, 0.2797, 0.3547, 0.2821, 0.2958], "e_above_lowest_ev": 3.632, "multiplicity": 1, "orbital_gap_ev": 8.606, "lumo_ev": -0.8}

Record 4
{"formula": "C24H46NO6SSi4Ti", "method": "the ωB97M-V functional and the def2-TZVPD basis", "species": ["Ti", "O", "C", "O", "C", "O", "C", "C", "O", "O", "H", "H", "H", "H", "H", "C", "O", "Si", "C", "C", "C", "Si", "C", "C", "C", "Si", "C", "C", "C", "H", "H", "H", "H", "H", "H", "H", "H", "H", "H", "H", "H", "H", "H", "H", "H", "H", "H", "H", "H", "H", "H", "H", "H", "H", "H", "H", "S", "C", "C", "Si", "C", "C", "N", "C", "C", "C", "C", "C", "C", "H", "H", "H", "H", "H", "H", "H", "H", "H", "H", "H", "H", "H", "H"], "positions_angstrom": [[0.383, -0.123, 0.049], [-1.373, 2.953, -2.200], [-0.773, 1.823, -1.822], [-1.200, 1.114, -0.940], [0.486, 1.517, -2.585], [0.969, 0.255, -2.201], [0.673, -0.845, -3.069], [-0.181, -1.925, -2.380], [-0.525, -2.866, -3.093], [-0.417, -1.728, -1.153], [-2.073, 3.126, -1.550], [0.289, 1.570, -3.660], [1.218, 2.282, -2.308], [0.151, -0.502, -3.964], [1.621, -1.298, -3.367], [0.041, -0.486, 3.006], [-0.669, -0.778, 1.809], [-2.257, -1.542, 1.836], [-2.780, -1.330, 3.657], [-1.816, -3.359, 1.683], [-3.395, -0.833, 0.687], [-4.024, 0.810, 1.102], [-5.545, 0.789, 2.255], [-2.793, 1.964, 1.964], [-4.653, 1.835, -0.378], [-3.998, -1.618, -0.825], [-5.909, -1.725, -0.822], [-3.586, -0.731, -2.463], [-3.463, -3.398, -1.135], [-0.289, 0.468, 3.424], [1.102, -0.406, 2.771], [-0.094, -1.280, 3.746], [-2.160, -1.906, 4.349], [-3.804, -1.706, 3.734], [-2.788, -0.290, 3.991], [-1.162, -3.649, 2.512], [-1.283, -3.559, 0.752], [-2.710, -3.986, 1.718], [-5.289, 0.334, 3.216], [-6.345, 0.189, 1.811], [-5.932, 1.797, 2.446], [-2.238, 1.456, 2.754], [-3.309, 2.818, 2.417], [-2.038, 2.341, 1.270], [-5.354, 1.282, -1.007], [-3.827, 2.142, -1.022], [-5.160, 2.735, -0.013], [-6.378, -0.742, -0.728], [-6.240, -2.326, 0.031], [-6.285, -2.192, -1.740], [-3.406, 0.334, -2.315], [-4.400, -0.844, -3.188], [-2.686, -1.174, -2.898], [-3.950, -3.753, -2.050], [-3.744, -4.068, -0.320], [-2.384, -3.459, -1.294], [1.354, 3.185, 0.461], [1.003, 1.578, 0.522], [3.971, 0.753, -1.029], [3.634, -0.408, 0.411], [5.044, -1.681, 0.359], [3.900, 0.547, 2.012], [2.120, -1.213, 0.374], [2.076, -2.610, 0.329], [2.426, -3.332, -0.823], [2.373, -4.714, -0.861], [1.968, -5.436, 0.256], [1.612, -4.743, 1.404], [1.666, -3.358, 1.441], [4.978, 1.176, -0.941], [3.253, 1.575, -1.040], [3.907, 0.215, -1.980], [5.995, -1.186, 0.583], [5.131, -2.153, -0.623], [4.891, -2.478, 1.091], [4.890, 1.016, 2.028], [3.831, -0.131, 2.868], [3.147, 1.328, 2.124], [2.721, -2.774, -1.705], [2.628, -5.232, -1.779], [1.910, -6.518, 0.222], [1.271, -5.285, 2.280], [1.374, -2.824, 2.336]], "mulliken_charge": [-1.6908, -0.6148, 0.3838, 0.3148, -1.2715, -0.0814, -0.8324, 0.3881, -0.8142, -0.0758, 0.4328, 0.5742, 0.2486, 0.4547, 0.1898, -1.0354, 0.3783, 0.2506, -1.2846, -0.9205, 1.0332, 0.7148, -1.4678, -0.7456, -0.9400, 0.2392, -1.3086, -0.7755, -0.9750, 0.2108, 0.0250, 0.3725, 0.3103, 0.2871, 0.3732, 0.3151, 0.1032, 0.4661, 0.3167, 0.3030, 0.3308, 0.0310, 0.4661, -0.0330, 0.2551, -0.0761, 0.3430, 0.3058, 0.2749, 0.2808, 0.0544, 0.4763, 0.2724, 0.3275, 0.3016, 0.0387, -0.4983, 0.9045, -0.8875, 0.2174, -1.2770, -1.1425, 1.1235, -0.4946, 0.3584, -0.6907, -0.6150, -0.4076, -0.3695, 0.4596, 0.0787, 0.1938, 0.3626, 0.2818, 0.3425, 0.3820, 0.2442, 0.3000, 0.3324, 0.3234, 0.3276, 0.3366, 0.3120], "total_charge": -2, "e_above_lowest_ev": 0.499, "multiplicity": 2, "orbital_gap_ev": [4.890, 4.511], "lumo_ev": [4.5, 4.5], "s2": 0.82}

Record 5
{"formula": "C14H30Br2I2NO2Si2", "method": "the ωB97M-V functional and the def2-TZVPD basis", "species": ["C", "C", "Si", "C", "C", "C", "C", "C", "O", "C", "O", "Si", "C", "Br", "C", "C", "Br", "C", "I", "C", "C", "I", "H", "H", "H", "H", "H", "H", "H", "H", "H", "H", "H", "H", "H", "H", "H", "H", "H", "H", "H", "H", "H", "H", "H", "H", "H", "H", "N", "H", "H", "H", "H"], "positions_angstrom": [[3.349, 2.887, 0.199], [2.963, 1.833, -0.297], [2.009, 0.479, -1.276], [0.164, 0.876, -1.386], [-0.172, 2.444, -1.170], [-0.980, 2.620, 0.194], [-2.537, 2.383, -0.149], [-3.273, 3.781, -0.022], [-4.546, 3.744, -0.688], [-5.583, 3.258, 0.203], [2.476, -1.008, -0.633], [1.492, -2.371, -0.858], [0.230, -2.390, -2.268], [-1.671, -2.601, -1.753], [0.554, -3.626, -3.265], [0.445, -5.048, -2.603], [2.252, -3.318, -4.248], [0.830, -2.794, 0.914], [-0.149, -4.721, 1.060], [0.064, -1.561, 1.602], [0.705, -1.387, 3.069], [-2.065, -1.955, 2.010], [3.429, 3.865, 0.737], [2.549, 0.576, -2.651], [-0.525, 0.253, -0.748], [-0.148, 0.668, -2.463], [0.733, 3.104, -1.272], [-0.874, 2.751, -2.011], [-0.629, 1.789, 0.883], [-0.790, 3.652, 0.599], [-2.666, 1.927, -1.178], [-2.907, 1.656, 0.643], [-3.370, 4.049, 1.082], [-2.650, 4.599, -0.503], [-6.573, 3.520, -0.278], [-5.470, 2.131, 0.279], [-5.488, 3.701, 1.237], [2.416, -3.497, -1.133], [0.243, -1.496, -2.971], [-0.267, -3.571, -4.048], [0.514, -5.806, -3.451], [1.312, -5.310, -1.918], [-0.557, -5.237, -2.117], [1.793, -2.919, 1.513], [0.226, -0.570, 1.098], [0.029, -0.767, 3.719], [1.776, -1.023, 3.020], [0.720, -2.427, 3.523], [4.123, 0.571, 3.955], [3.808, 0.829, 3.012], [3.317, 0.529, 4.585], [4.580, -0.345, 3.924], [4.787, 1.273, 4.296]], "mulliken_charge": [0.2931, -0.8171, 0.2927, -0.2281, -0.9845, -0.6274, -0.3884, -0.5825, -0.3892, -0.5707, -0.3979, 0.2678, 0.0065, -0.0619, -0.3607, -0.9903, -0.1003, -0.6734, 0.1230, 0.1798, -1.0116, 0.1445, 0.3617, -0.1428, 0.3554, 0.4022, 0.4332, 0.3847, 0.1644, 0.4581, 0.2702, 0.2935, 0.3008, 0.3057, 0.2342, 0.2280, 0.2719, -0.2277, 0.3335, 0.5211, 0.3989, 0.2465, 0.2423, 0.3990, -0.1927, 0.4917, 0.0243, 0.3498, -0.4406, 0.2355, 0.3925, 0.3898, 0.3913], "total_charge": 1, "multiplicity": 1, "orbital_gap_ev": 6.709, "lumo_ev": -4.3}

Record 6
{"formula": "C3H8O2S2", "method": "the ωB97M-V functional and the def2-TZVPD basis", "species": ["O", "C", "C", "C", "S", "S", "H", "H", "H", "H", "H", "H", "O", "H", "H"], "positions_angstrom": [[-2.104, 0.808, 0.984], [-1.678, 0.188, 0.031], [-0.237, 0.046, -0.336], [0.246, 0.979, -1.434], [1.646, 0.170, -2.391], [3.041, -0.285, -0.883], [-2.396, -0.562, -0.390], [0.301, 0.307, 0.585], [-0.082, -0.995, -0.651], [-0.459, 0.910, -2.274], [0.322, 2.045, -1.189], [3.014, -1.645, -0.833], [-0.106, -0.597, 2.912], [-0.857, -0.064, 2.587], [-0.653, -1.304, 3.281]], "mulliken_charge": [-0.5064, -0.1876, -0.2108, -0.6463, -0.0735, -0.2300, 0.3457, 0.2913, 0.3340, 0.3181, 0.3933, 0.1616, -0.6329, 0.3303, 0.3132], "e_above_lowest_ev": 1.519, "multiplicity": 1, "orbital_gap_ev": 9.494, "lumo_ev": 0.4}